No. 1
The following is a DFT calculation (wB97M-V/def2-TZVPD) of a 3-piece molecular cluster, C5H20N3O2 overall at a distorted geometry.

Computed properties:
**Total charge**: +1
**Highest occupied orbital energy**: -12.622 eV
**Spin multiplicity**: 1
**Relative energy (zero: lowest compared OMol25 entry of this formula, charge and spin)**: 87.6 kcal/mol
**Frontier orbital gap**: 10.0 eV

XYZ file:
```
30
Properties=species:S:1:pos:R:3:forces:R:3
O 2.1855 1.5094 -0.2814 -6.23 5.27 5.22
O -0.5196 -0.1717 -2.6030 0.28 1.22 -5.07
N -0.7869 0.1746 0.8922 -3.11 1.05 -2.74
N 2.2010 -1.1019 1.1780 0.51 -2.79 -1.28
N -0.1274 2.1644 -0.6440 -0.48 4.49 -0.21
C -1.0933 -1.2270 0.8593 2.80 -2.70 -1.02
C 1.2976 -2.2939 0.9824 1.36 1.66 -1.65
C -1.4994 2.4275 0.0754 1.89 -3.29 -1.02
C -1.9385 0.9187 0.1382 1.05 0.26 -1.52
C 0.1212 -1.9265 -0.0369 0.34 -0.46 3.58
H 2.7574 1.1495 -0.7603 8.24 -3.88 -7.44
H -0.7904 -0.9819 -2.2042 -0.40 -1.16 -0.09
H 0.9596 -2.7258 1.9330 -0.46 0.23 -0.27
H -0.6299 0.4926 1.8145 -0.51 0.59 1.13
H 1.7637 -0.3346 1.5929 -0.32 0.86 1.80
H 0.5486 3.0281 -0.6959 -1.69 -2.19 0.06
H -2.0195 3.0674 -0.5886 -0.92 0.52 -0.27
H -1.9011 -1.5773 0.2068 -0.78 0.90 0.91
H -2.9739 0.7641 0.3923 -0.22 0.01 1.48
H -1.1382 -1.6229 1.9261 -0.11 0.00 -1.65
H 2.0995 0.7591 0.2587 -0.63 -1.90 2.11
H 2.0643 -3.0027 0.5931 -1.13 -0.01 -0.24
H -2.0549 0.4975 -0.9629 1.13 0.81 2.06
H 0.3764 1.4274 -0.2141 0.47 -0.79 0.99
H 0.4012 -1.2680 -0.8957 0.15 -0.67 1.11
H -1.3638 2.8150 1.0778 0.30 0.32 -0.10
H 3.0500 -1.5258 1.5780 -0.54 1.53 0.31
H -0.2758 1.7739 -1.5763 -0.27 0.26 -0.26
H -0.5553 -0.2855 -3.7074 0.05 0.16 4.80
H -0.1582 -2.9235 -0.3280 -0.74 -0.27 -0.74
```
Positions in Å, forces in eV/Å.

=====

No. 2
The following is a DFT calculation (wB97M-V/def2-TZVPD) of a 4-piece molecular cluster, C5H20N3O3 overall at a distorted geometry.

Computed properties:
**Total charge**: +1
**Highest occupied orbital energy**: -13.648 eV
**Spin multiplicity**: 1
**Relative energy (zero: lowest compared OMol25 entry of this formula, charge and spin)**: 16.1 kcal/mol
**Frontier orbital gap**: 11.2 eV

XYZ file:
```
31
Properties=species:S:1:pos:R:3:forces:R:3
O 3.0038 -1.5115 -1.6509 -0.32 -0.35 -0.31
O -0.5690 0.7458 4.0484 -0.19 0.26 -1.08
O 1.6601 1.2921 -3.0382 0.16 -0.15 0.22
N 0.9559 2.7538 -0.4467 0.64 -0.23 0.89
N -0.3945 2.3816 1.3702 0.31 -1.34 0.83
N 0.7064 0.5821 0.4260 1.51 -0.56 -0.47
C 0.4821 1.8853 0.4819 -0.70 0.76 -0.83
C -1.6076 -2.9189 -0.5814 -0.86 1.55 1.44
C -1.7909 -1.4506 -0.9764 1.76 0.86 -0.70
C -0.2247 -0.4319 0.9460 -0.94 0.58 -0.80
C -1.5252 -0.3345 0.1126 -2.03 -2.10 0.83
H 1.9069 1.4381 -3.9579 -0.07 0.13 0.01
H -0.6667 3.3428 1.4064 0.10 0.27 -0.26
H 0.2625 0.8954 4.5009 -0.22 -0.21 0.61
H 3.7551 -1.9939 -2.0206 0.25 0.34 0.15
H -2.6979 -1.2431 -1.5430 -0.44 -0.12 0.60
H 2.1101 0.4693 -2.8079 0.08 -0.12 -0.03
H -1.6585 0.6215 -0.3620 0.17 0.46 -0.12
H 2.2925 -2.1412 -1.8312 -0.13 0.17 0.13
H -2.4192 -3.0545 0.1812 0.78 -1.02 -0.76
H 1.6968 2.4671 -1.0900 -0.57 0.00 0.00
H 1.4414 0.2216 -0.2089 -0.71 0.69 0.57
H 0.2115 -1.4207 0.7864 0.23 0.33 0.41
H -0.5821 1.8247 2.2103 -0.09 0.30 -0.29
H -2.3687 -0.4189 0.8550 0.58 0.13 -0.65
H 1.0114 3.7056 -0.0981 0.14 -0.17 -0.42
H -1.0604 -1.2930 -1.7681 0.47 0.34 -0.21
H -0.6289 -3.0327 -0.1117 -0.11 -0.18 0.23
H -0.4487 -0.2358 2.0054 0.41 -0.37 -0.41
H -1.2675 0.4092 4.6168 0.43 0.08 0.40
H -1.5861 -3.5552 -1.4545 -0.63 -0.31 0.02
```
Positions in Å, forces in eV/Å.

=====

No. 3
The following is a DFT calculation (wB97M-V/def2-TZVPD) of a 5-piece molecular cluster, C5H20NO5 overall at a distorted geometry.

Computed properties:
**Highest occupied orbital energy (alpha / beta)**: -2.192 / -7.533 eV
**Spin multiplicity**: 2
**Relative energy (zero: lowest compared OMol25 entry of this formula, charge and spin)**: 100.6 kcal/mol
**Frontier orbital gap (alpha / beta)**: 2.4 / 7.7 eV
**<S²>**: 0.753

XYZ file:
```
31
Properties=species:S:1:pos:R:3:forces:R:3
O 1.7780 3.2043 1.6137 1.31 -0.47 0.70
O -2.4208 2.5752 -1.0458 1.94 -2.73 -2.84
O 2.1063 1.7279 -2.2275 0.87 2.23 -0.26
O -2.7339 0.0752 -1.6896 0.18 -0.40 0.60
O 0.1971 0.6428 1.1382 -1.70 0.29 -1.36
N -2.1372 -2.2641 -0.5157 -0.13 -5.77 6.18
C 1.5679 -1.4367 1.3295 -1.23 -0.03 0.59
C 0.1678 -1.9268 -0.7856 5.39 1.09 -1.09
C 1.5932 -1.5000 -0.2181 -2.07 0.11 -0.96
C -0.7667 -2.2363 0.0692 -3.08 -0.51 3.13
C 0.6854 -0.2717 1.9880 -0.10 -3.38 2.63
H -0.6337 -2.6429 1.0975 -0.70 0.15 -0.95
H 3.0623 1.9970 -2.0686 -1.85 -0.47 -0.31
H 1.4161 3.7238 2.3556 0.44 -0.47 -0.36
H 1.8517 -0.5248 -0.7472 -0.13 -0.77 1.03
H 1.2235 -2.4320 1.8266 0.79 1.57 -1.06
H 2.6597 2.8264 1.9115 -1.69 0.87 -0.34
H 1.6524 2.5925 -2.4838 1.00 -1.76 0.57
H 0.8377 1.2911 1.1820 1.71 3.00 -0.74
H -2.8774 -2.0601 0.2795 1.43 -0.72 -2.08
H 2.3714 -2.2074 -0.5173 -0.08 -0.04 0.07
H -2.6138 0.8470 -1.0735 -0.33 -0.55 -1.53
H 1.2165 0.1690 2.9094 -0.26 -0.29 -1.31
H -2.2276 -3.2974 -0.8538 -0.72 2.35 -0.01
H -2.8408 3.0613 -0.4342 -2.21 2.94 3.38
H -1.9876 3.1470 -1.6688 0.25 0.32 -0.23
H -3.3259 0.2354 -2.4314 0.11 0.63 0.48
H 0.0122 -1.7737 -1.8249 -0.23 0.08 -0.83
H 2.5814 -1.2586 1.6052 0.94 -0.03 0.58
H -2.1767 -1.5885 -1.1622 -0.57 3.24 -3.59
H -0.2388 -0.6951 2.4419 0.72 -0.45 -0.08
```
Positions in Å, forces in eV/Å.

=====

No. 4
The following is a DFT calculation (wB97M-V/def2-TZVPD) of a 6-piece molecular cluster, C5H20NO6 overall at a distorted geometry.

Computed properties:
**Highest occupied orbital energy (alpha / beta)**: -9.982 / -9.967 eV
**Spin multiplicity**: 2
**Relative energy (zero: lowest compared OMol25 entry of this formula, charge and spin)**: 63.8 kcal/mol
**Frontier orbital gap (alpha / beta)**: 10.3 / 6.4 eV
**<S²>**: 0.755

XYZ file:
```
32
Properties=species:S:1:pos:R:3:forces:R:3
O -2.7083 0.3258 2.3685 -0.22 -0.18 -0.14
O 2.9292 -1.8253 -0.1778 0.14 -2.19 1.54
O -0.6334 -2.6769 -1.2928 4.02 -5.07 -0.84
O 1.3767 -2.0791 2.5403 -0.97 0.24 -2.78
O -0.3557 -0.4313 1.5044 0.42 -1.11 -0.68
O -0.5746 1.6458 3.3540 -0.45 -3.76 -1.03
N -0.9459 1.1920 0.0921 -4.17 -3.11 -3.42
C 0.9652 -0.3405 -2.5889 1.99 0.24 -0.08
C 0.0857 1.9622 -1.8889 0.13 1.42 -1.37
C -0.6143 -0.2486 0.1787 -5.28 3.93 4.88
C 1.0490 0.8120 -1.9480 1.88 0.94 1.09
C -1.2912 1.6052 -1.3096 2.94 -3.76 -0.59
H -1.9478 2.3595 -1.5613 -1.72 1.84 0.75
H -1.5515 -0.8482 -0.0381 0.58 0.54 0.07
H -1.4317 1.0409 3.1784 2.15 2.06 0.91
H 2.8360 -0.9513 -0.4360 -0.21 2.69 -1.17
H -1.2213 -2.0377 -1.2406 -4.30 4.41 0.17
H 0.1318 -0.6662 -0.3112 3.80 -1.49 -2.90
H 0.0772 0.8964 3.0954 -1.27 2.24 0.81
H 1.8232 -0.9806 -2.6693 0.67 -0.15 0.74
H -2.5771 1.1668 1.8807 0.09 -0.97 -0.23
H 0.9723 -1.2878 2.0577 0.63 -1.58 1.52
H 0.5408 2.8450 -1.2931 -0.79 -1.45 -0.84
H 0.3104 -0.7682 -3.2732 -2.21 0.12 -0.75
H 0.0292 -2.5049 -0.6284 0.40 -0.29 0.22
H -2.1137 -0.3622 1.9893 -0.76 0.99 0.34
H 2.0251 1.0659 -1.3786 -1.44 -0.80 -0.99
H 1.7918 -1.8386 3.3330 0.74 0.89 1.64
H -0.2481 1.6792 0.5015 2.60 2.25 1.41
H 2.9803 -1.7424 0.7936 -0.13 -0.55 -0.36
H 0.0192 2.3319 -2.9504 -0.20 -0.07 0.86
H -1.7285 0.6611 -1.8813 0.94 1.71 1.22
```
Positions in Å, forces in eV/Å.

=====

No. 5
The following is a DFT calculation (wB97M-V/def2-TZVPD) of C5H20NaO5 as an isolated structure.

Computed properties:
**Total charge**: +1
**Highest occupied orbital energy**: -13.651 eV
**Spin multiplicity**: 1
**Relative energy (zero: lowest compared OMol25 entry of this formula, charge and spin)**: 2.2 kcal/mol
**Frontier orbital gap**: 11.1 eV

XYZ file:
```
31
Properties=species:S:1:pos:R:3:forces:R:3
Na 0.1159 -0.1161 0.1084 0.20 0.14 -0.26
O -0.1504 1.9108 1.3393 -0.14 0.33 0.60
O 2.3767 1.2161 0.0777 0.00 -0.41 -0.39
O -1.2688 -1.6171 1.3310 0.19 -0.22 -0.25
O 1.5116 -1.4870 -1.3629 0.17 -0.20 -0.16
O -1.5514 0.3143 -1.5909 -0.49 0.38 0.23
C 2.5885 -2.3607 -1.0112 0.36 -0.60 0.21
C -2.7174 0.9647 -1.0158 0.21 -0.65 -0.11
C -2.3547 -2.3212 0.7081 0.03 -0.40 -0.27
C 2.3259 1.8172 -1.2081 -0.04 0.72 -0.65
C -0.2206 1.7702 2.7688 -0.10 -0.77 0.17
H 3.2999 2.1653 -1.5684 0.01 0.03 0.33
H -0.0324 2.8574 1.2008 -0.08 -0.16 -0.42
H -2.9530 1.8805 -1.5525 0.02 0.10 0.11
H -0.7831 -2.3053 1.8015 0.09 0.26 0.13
H 2.3650 -3.3951 -1.2897 -0.12 0.09 0.03
H -0.1836 0.7039 3.0052 0.05 0.05 -0.16
H -2.9601 -1.6329 0.1298 -0.08 0.26 0.31
H 2.7444 -2.3435 0.0653 -0.14 0.21 0.00
H -1.7940 0.1614 -2.5099 0.35 -0.15 -0.02
H 2.6716 1.8982 0.6864 0.01 -0.10 0.14
H 1.3588 -1.6692 -2.2970 -0.27 0.27 0.08
H 3.5363 -2.1037 -1.4891 -0.14 0.30 -0.04
H 0.6312 2.2344 3.2644 -0.08 0.18 -0.03
H -2.0014 -3.0676 -0.0098 0.18 0.01 0.13
H -3.5614 0.2738 -1.0676 -0.10 0.17 -0.01
H -2.5038 1.1576 0.0320 0.07 0.18 -0.04
H -2.9330 -2.8323 1.4745 -0.27 0.12 -0.07
H -1.1686 2.1264 3.1724 0.08 0.28 -0.07
H 1.9833 1.1326 -1.9847 -0.12 -0.39 0.48
H 1.6287 2.6667 -1.2081 0.15 -0.06 -0.04
```
Positions in Å, forces in eV/Å.

=====

No. 6
The following is a DFT calculation (wB97M-V/def2-TZVPD) of a 5-piece molecular cluster, C5H20O5 overall at a distorted geometry.

Computed properties:
**Highest occupied orbital energy**: -9.407 eV
**Spin multiplicity**: 1
**Relative energy (zero: lowest compared OMol25 entry of this formula, charge and spin)**: 48.6 kcal/mol
**Frontier orbital gap**: 10.0 eV
**Structure (SMILES)**: CO.CO.CO.CO.CO

XYZ file:
```
30
Properties=species:S:1:pos:R:3:forces:R:3
O -1.6815 0.4293 2.9169 -0.49 0.28 0.17
O 0.7090 1.6680 -3.0248 0.06 0.69 0.15
O -2.4933 -0.0282 -1.2655 -0.13 -0.36 -0.37
O -0.1696 1.3165 -0.3613 0.52 0.45 0.50
O 2.1771 -2.8572 0.5470 0.63 0.06 0.88
C 1.2808 -3.6796 -0.1486 -0.48 0.35 -0.71
C 0.7268 0.6441 0.5029 -0.48 -1.74 0.57
C -2.5625 -0.9813 -0.2182 -0.37 0.57 -0.29
C 1.1973 3.0108 -3.1517 0.93 -0.17 0.17
C -0.6350 0.9618 3.6954 1.18 -0.48 -0.15
H 0.7315 -3.0304 -0.8306 -0.41 -0.26 -0.26
H 0.2341 1.4651 -3.8341 -0.10 -0.20 0.06
H -0.7236 0.8060 4.7705 -0.45 0.11 0.12
H 0.2671 0.4271 3.3983 0.44 0.15 0.15
H 2.9282 -2.6307 -0.0063 -0.09 -0.08 -0.10
H -3.2061 -1.7848 -0.5764 0.12 -0.13 0.17
H -0.4415 2.0142 3.4876 -0.50 -0.03 -0.11
H -3.0169 -0.5041 0.6501 -0.04 -0.22 0.29
H 1.4694 -0.0065 0.0410 0.00 0.22 -0.70
H 1.7562 -4.4649 -0.7362 0.15 -0.12 0.10
H 0.4810 3.6937 -3.6084 0.05 -0.10 0.01
H 2.1575 2.9995 -3.6675 -0.17 0.05 -0.70
H 0.0940 -0.0627 1.0396 0.02 -0.03 0.20
H 0.2438 1.5061 -1.2067 0.25 0.00 -0.39
H -1.5757 -1.3559 0.0537 0.06 -0.22 -0.01
H -1.7449 0.5413 -1.0727 0.26 0.27 0.23
H 1.5237 3.3997 -2.1872 -0.69 -0.19 0.36
H 1.2714 1.1598 1.2938 -0.24 1.08 -0.33
H -1.5715 -0.5237 2.9538 -0.22 -0.06 -0.09
H 0.5732 -4.1328 0.5456 0.18 0.08 0.10
```
Positions in Å, forces in eV/Å.

=====

No. 7
The following is a DFT calculation (wB97M-V/def2-TZVPD) of a 5-piece molecular cluster, C5H20O5 overall at a distorted geometry.

Computed properties:
**Total charge**: +1
**Highest occupied orbital energy (alpha / beta)**: -12.742 / -12.742 eV
**Spin multiplicity**: 2
**Relative energy (zero: lowest compared OMol25 entry of this formula, charge and spin)**: 21.7 kcal/mol
**Frontier orbital gap (alpha / beta)**: 9.8 / 2.9 eV
**<S²>**: 0.755

XYZ file:
```
30
Properties=species:S:1:pos:R:3:forces:R:3
O -0.7627 0.2735 -0.4415 -1.17 -0.88 -0.18
O -0.9784 2.3600 1.4743 0.48 -2.04 -0.75
O 2.4395 -4.3274 -0.2822 -1.42 0.77 0.16
O -2.4723 -0.1552 -2.5019 -1.72 -1.37 -1.09
O 2.4059 3.0826 2.7057 0.15 0.31 0.90
C 1.2590 -4.6237 -1.0601 1.16 -0.80 -0.95
C 2.2708 2.5461 1.4270 0.02 0.09 -0.37
C -3.2516 -1.3508 -2.4085 0.05 0.05 -2.07
C -1.1315 3.7276 1.5906 -0.60 1.82 0.88
C 0.3835 -0.4789 -0.1626 1.48 -0.68 -1.22
H -0.3330 4.2089 2.1552 0.35 -0.13 -0.12
H -2.5842 -2.2086 -2.3259 0.48 -0.14 1.06
H 1.0024 -5.6745 -0.9258 -0.26 0.04 0.05
H -1.2088 4.2163 0.6194 -0.04 -0.32 -0.01
H 1.4465 -4.4678 -2.1225 0.35 -0.20 -0.22
H 0.3619 -4.0157 -0.9431 0.37 0.35 1.22
H 2.5865 2.3629 3.3147 0.15 0.10 0.15
H 3.2203 2.2347 0.9917 0.16 -0.18 0.03
H -2.0367 3.8984 2.1734 -0.24 0.46 -0.24
H -1.0825 1.9636 2.3424 0.04 -0.03 0.04
H 1.5791 1.7056 1.4840 -0.12 -0.02 -0.56
H 0.8934 -0.3817 0.7959 -0.65 0.40 0.17
H -4.0581 -1.3215 -1.6758 0.39 0.19 0.70
H 3.2290 -4.6645 -0.7121 -0.23 -0.13 -0.26
H -1.9724 -0.0603 -1.6878 1.38 0.65 1.95
H 1.8977 3.3620 0.8080 -0.27 -0.27 -0.16
H 1.0871 -0.1723 -0.9366 0.65 0.13 0.05
H -0.7655 1.0828 0.0748 -0.12 1.05 0.71
H -3.6944 -1.5841 -3.3768 -0.16 0.81 -0.12
H 0.2696 -1.5380 -0.3939 -0.63 -0.03 0.27
```
Positions in Å, forces in eV/Å.

=====

No. 8
The following is a DFT calculation (wB97M-V/def2-TZVPD) of C5H21BaO6 as an isolated structure at a distorted geometry.

Computed properties:
**Total charge**: +1
**Highest occupied orbital energy**: -11.989 eV
**Spin multiplicity**: 1
**Relative energy (zero: lowest compared OMol25 entry of this formula, charge and spin)**: 29.7 kcal/mol
**Frontier orbital gap**: 7.2 eV

XYZ file:
```
33
Properties=species:S:1:pos:R:3:forces:R:3
Ba 21.2504 18.1744 -26.1536 0.31 0.63 1.59
O 23.2383 17.1451 -24.4174 -0.09 -0.31 -1.20
O 23.6963 20.1232 -22.1163 1.67 0.50 1.17
O 21.1513 22.0368 -22.8355 0.64 1.58 -1.12
O 22.0177 19.7205 -24.1509 0.52 -1.13 -2.59
O 21.2149 20.8152 -27.0689 -0.03 -1.05 -0.75
O 20.2840 18.9359 -22.3558 -0.36 -0.59 -0.64
C 20.9518 17.7604 -21.9519 -0.17 0.26 1.25
C 20.2700 21.1534 -28.1136 -0.69 0.24 0.18
C 24.3020 21.4225 -22.3138 -0.75 -0.39 -0.19
C 21.6194 23.0736 -23.7349 -0.75 0.46 0.74
C 24.5226 16.7163 -23.9397 0.60 0.28 0.60
H 23.0184 19.9354 -22.7696 -0.15 0.50 -0.26
H 24.8211 15.7494 -24.3448 -0.45 0.08 0.05
H 20.2919 17.2673 -21.2381 0.08 -0.25 -0.16
H 21.2329 17.0702 -22.7473 -0.16 -0.12 -0.29
H 21.2359 23.0046 -24.7529 -0.05 -0.57 -0.24
H 23.1468 18.0493 -24.1081 -0.32 0.73 0.69
H 19.3896 20.5353 -27.9377 -0.18 0.27 0.40
H 21.8542 18.0357 -21.4060 0.28 -0.14 0.04
H 24.4939 16.7230 -22.8501 -0.06 -0.46 0.00
H 22.6954 23.2439 -23.7702 0.22 -0.56 0.12
H 20.8691 19.3154 -23.0155 -0.14 0.58 0.10
H 24.3676 21.5904 -23.3888 0.09 0.42 -0.09
H 20.0141 22.2099 -28.0326 -0.14 -0.15 0.03
H 23.7519 22.2253 -21.8229 -0.58 -0.11 -0.25
H 22.6797 20.0896 -24.7674 -0.21 0.41 0.71
H 20.4934 20.9313 -29.1571 1.03 -0.04 0.14
H 25.2990 17.4421 -24.1815 -0.05 0.06 -0.36
H 21.2321 24.0392 -23.4095 -0.22 -0.15 0.40
H 25.2958 21.5679 -21.8902 0.17 -1.05 0.00
H 21.5132 21.2309 -23.2113 -0.10 -0.36 0.05
H 22.0563 21.2600 -27.1943 0.02 0.43 -0.12
```
Positions in Å, forces in eV/Å.

=====

- spin multiplicity of number 4 (C5H20NO6)?
  2